Arrangement i

H14O7 | ωB97M-V/def2-TZVPD

- Multiplicity: 1
- Kohn-Sham gap: 11.053 eV
- HOMO: -11.0 eV

```
21
H14O7, DFT ωB97M-V/def2-TZVPD
O 2.073 0.229 1.153
H 1.482 0.029 1.894
H 2.736 -0.472 1.168
O -0.226 4.078 -2.168
H -0.106 3.380 -1.516
H -0.083 4.896 -1.680
O 3.478 1.647 -0.700
H 2.773 1.152 -0.234
H 3.032 2.123 -1.409
O -0.503 0.062 -0.376
H -0.458 -0.549 0.368
H 0.133 0.747 -0.154
O -0.708 -0.825 2.620
H -1.244 -1.397 2.048
H -0.470 -1.381 3.370
O -2.370 -1.359 -2.329
H -1.851 -1.257 -1.522
H -1.814 -0.978 -3.016
O -1.958 -2.999 0.937
H -2.387 -3.738 1.382
H -1.531 -3.390 0.165
```

Atom charges from the Mulliken analysis, given in e for atoms 1 to 6: -0.68, 0.31, 0.29, -0.63, 0.30, 0.32

Arrangement ii

H14O7 | ωB97M-V/def2-TZVPD

- Multiplicity: 1
- Kohn-Sham gap: 10.832 eV
- HOMO: -11.1 eV

```
21
H14O7, DFT ωB97M-V/def2-TZVPD
O -0.290 -1.747 -0.246
H -0.909 -2.299 -0.772
H 0.421 -1.374 -0.682
O -0.557 0.331 0.469
H -0.345 -0.622 0.592
H -0.842 0.335 -0.382
O -1.823 2.795 2.376
H -1.459 2.002 2.005
H -0.962 3.429 2.471
O -1.974 0.334 -2.146
H -2.484 1.154 -2.056
H -2.201 -0.100 -1.286
O 0.972 -4.202 0.869
H 0.417 -3.489 0.604
H 0.482 -4.899 0.719
O 1.690 2.266 -1.889
H 1.231 1.455 -1.342
H 2.213 2.032 -2.577
O 2.305 0.509 1.168
H 1.475 0.705 0.810
H 2.645 1.381 1.291
```

Atom charges from the Mulliken analysis, given in e for atoms 1 to 6: -0.78, 0.35, 0.34, -0.55, 0.44, 0.18

Bottom line: arrangement i, by a margin of 56.8 kcal/mol.